Record 1
C5H9N in the gas phase in a non-equilibrium geometry, computed with ωB97M-V/def2-TZVPD.

The geometry in XYZ format:
```
15
Properties=species:S:1:pos:R:3:forces:R:3
H -0.022126 1.035606 -1.571734 -0.040 0.001 0.168
H -0.854736 0.344650 1.296475 0.033 -0.011 -0.167
H -0.837680 -1.414999 -1.209492 -0.034 0.078 0.145
C -0.398684 0.048389 0.343286 -0.020 0.020 0.067
H 1.179307 -1.491894 0.344440 -0.038 0.213 0.002
C 2.143699 0.340099 0.170007 0.777 0.576 -0.383
C -1.230463 -1.097976 -0.234860 -0.028 -0.048 -0.006
H -1.452197 1.617396 -0.696139 0.152 -0.050 -0.016
C 1.033162 -0.462199 0.695764 0.076 -0.058 0.072
H 0.170425 2.095180 -0.166591 -0.087 -0.120 -0.070
H -2.272793 -0.791447 -0.374334 0.159 -0.039 0.011
C -0.420280 1.269894 -0.576976 0.002 0.007 0.008
H -1.221243 -1.969867 0.429648 -0.020 0.126 -0.089
H 1.154420 -0.490357 1.784104 0.018 -0.046 -0.151
N 3.029196 0.967532 -0.233599 -0.950 -0.650 0.408
```
Positions in Å, forces in eV/Å.

For the total energy, the calculation gives -6820.807 eV. The value obtained for the HOMO energy is -11.349 eV. The HOMO-LUMO gap comes out at 12.2 eV. The charge is 0. The calculation puts the LUMO energy at 0.0312 Eh. The value obtained for the energy above the lowest of the compared OMol25 structures with the same formula, charge and spin is 4.3 kcal/mol. Its SMILES is CC(C)CC#N. The value obtained for the molar mass is 83.13 g/mol.



Record 2
C45H55BaBr4NO3Si as an isolated structure in a non-equilibrium geometry, computed with ωB97M-V/def2-TZVPD.

The geometry in XYZ format:
```
110
Properties=species:S:1:pos:R:3:forces:R:3
C 15.649085 11.419613 15.158460 -0.857 0.834 -0.428
C 14.830864 15.775842 13.155029 -0.133 0.759 0.733
H 13.609651 13.319011 21.743032 0.259 -0.085 0.285
C 15.539291 12.673566 10.007508 -0.345 -0.215 0.207
Br 6.255630 9.998800 14.042559 0.666 -0.048 -0.384
C 11.393332 11.667692 19.766998 0.567 0.599 0.640
H 16.372484 14.645338 9.737870 0.181 0.218 0.089
C 12.206327 11.925311 20.879520 -0.110 -0.083 0.077
O 8.925819 11.474118 13.609250 0.708 0.220 -0.265
H 15.047269 11.406230 8.297891 -0.560 0.247 0.651
C 10.653479 17.450295 11.819115 -0.104 0.114 0.529
C 9.168663 10.833607 17.251430 -0.996 0.316 0.597
C 13.405772 13.666990 8.191345 0.563 0.084 -0.106
C 11.373782 12.550435 18.677806 -1.044 0.122 -0.075
Br 6.416025 6.882514 12.662758 0.637 0.688 -0.049
C 15.651380 10.305395 14.111696 0.134 -0.731 -0.327
C 14.268344 11.266020 15.802689 -0.703 -0.257 -0.679
C 12.685330 12.879703 10.467522 -0.960 -0.811 0.350
C 12.328576 17.177262 16.445208 0.236 0.776 -0.087
C 12.375773 13.540470 18.605771 -0.010 -0.768 1.215
C 7.720940 14.290180 11.821846 0.764 0.103 0.116
H 8.197237 13.869104 18.455049 -0.048 0.354 -0.185
H 11.611250 17.117162 11.402695 -0.145 0.180 0.070
H 12.434633 14.145166 7.971242 0.275 -0.050 0.300
H 8.491917 14.109532 8.626577 0.033 -0.570 0.622
H 11.290371 16.865806 16.398134 -0.081 -0.300 0.198
H 12.528395 14.071946 17.693592 -0.104 0.414 -0.570
H 12.318125 18.291526 16.477260 0.085 -0.585 -0.226
C 13.205860 13.785146 19.697482 -0.665 -0.623 -0.370
C 15.727201 13.963695 9.191797 -0.151 -0.722 -0.828
H 11.723075 13.423301 10.275470 0.598 -0.410 0.434
C 7.832321 9.405762 13.094271 1.423 1.488 0.277
H 10.821311 17.771581 12.868695 0.082 -0.142 -0.619
Br 9.216884 5.965218 10.954204 -0.357 0.605 0.456
C 10.293204 9.833671 12.441687 -2.081 -1.734 -0.531
H 9.325294 12.739447 9.499255 -0.631 0.670 -0.011
C 14.173038 9.861109 14.005521 -0.840 -0.015 0.276
H 7.554043 12.918082 9.611724 0.297 0.203 -0.069
H 13.830864 13.401322 7.205431 -0.065 -0.123 0.301
C 9.130473 7.682245 11.847677 -2.686 0.479 1.180
H 7.066298 15.773561 14.853625 -0.159 -0.333 -0.463
O 11.352194 10.542459 12.463706 0.172 0.712 0.293
C 8.637917 14.389760 10.766032 -1.060 -0.116 -0.181
C 10.233718 8.527058 11.790238 0.395 1.629 0.959
H 7.952055 13.900290 16.687088 0.543 -0.045 0.262
H 14.037371 14.448236 19.551402 0.146 0.566 0.364
Si 10.025175 12.526204 17.302485 1.490 0.430 -2.556
H 14.543759 15.531824 8.311069 -0.090 -0.076 -0.005
C 16.577855 17.429853 13.704467 0.740 0.411 -0.420
H 12.798331 16.888539 17.405737 -0.369 -0.220 -0.499
H 16.434296 11.357141 15.894490 0.338 -0.109 0.216
H 12.733823 15.461438 10.104476 0.871 -0.394 0.238
H 10.277926 15.463464 9.925784 -0.235 0.149 0.295
H 13.907452 12.182269 16.284141 -0.114 -0.339 -0.008
C 15.249870 16.824975 13.976039 -1.639 -1.212 0.503
N 13.021974 14.319954 12.431617 -1.011 -1.340 -0.572
H 16.301601 9.451091 14.397893 -0.465 0.422 0.044
H 16.792768 18.254921 14.386873 0.191 -0.203 0.159
H 14.435320 10.764402 9.859948 0.031 0.528 -0.192
H 14.395515 15.812569 10.697994 -0.302 -0.078 -0.088
C 9.648662 16.315315 11.816000 -0.168 0.352 0.215
H 14.253196 10.405766 16.491462 -0.052 0.399 0.076
C 8.739857 16.196980 12.874755 0.004 -0.253 -0.287
C 13.022423 13.062963 20.879484 0.367 -0.549 -0.283
H 14.744240 12.121595 11.965659 0.098 0.698 -0.433
C 8.491782 13.490349 9.557679 0.532 -0.399 -0.279
H 11.586747 15.576977 14.129279 0.200 0.048 0.667
Br 11.879622 7.915941 10.950120 -0.424 0.462 0.326
H 16.595188 17.877047 12.695364 -0.041 -0.193 0.212
H 12.190950 11.223067 21.743988 -0.024 0.743 -0.592
C 12.651277 15.781416 14.302123 0.204 -0.707 -0.895
C 8.719121 13.960144 17.483378 -0.033 -0.632 0.818
H 12.516371 11.749968 8.630515 -0.213 -0.130 0.011
C 13.121625 16.666086 15.256854 0.541 0.338 -0.717
H 13.819029 9.726479 12.970785 -0.124 0.294 0.517
C 13.224432 12.433814 9.090480 0.489 -0.093 0.034
C 13.653296 13.825189 11.214626 -0.802 1.116 -0.526
H 16.216036 13.723119 8.223440 -0.122 0.129 0.400
C 13.764074 15.031549 10.249231 -0.017 0.658 0.214
H 15.514659 15.488954 12.378580 -0.010 -0.209 -0.225
H 16.006364 10.598956 13.120707 0.034 0.333 0.191
H 15.708402 13.626586 11.964339 -0.455 -0.397 -0.433
C 9.567319 15.413762 10.761015 0.566 -0.041 -0.070
H 8.627313 10.728726 16.283393 0.404 0.074 0.614
H 6.748979 14.087973 14.398467 -0.059 -0.186 0.145
H 12.455458 11.951971 11.075328 0.122 0.917 -0.557
C 14.958329 13.052820 11.371926 0.403 -0.318 0.990
H 14.011234 8.896495 14.542812 -0.024 0.688 -0.238
C 14.367191 14.635647 8.921699 -0.024 -0.153 -0.491
H 10.743661 10.806787 19.808267 -0.255 -0.064 -0.155
H 17.391641 16.669151 13.713798 -0.464 0.540 0.212
Ba 11.558441 12.774076 13.880511 -1.613 -1.309 0.464
H 10.284653 18.338848 11.268996 0.171 -0.480 0.089
O 13.357161 10.910586 14.687000 2.612 -0.796 0.345
C 7.899064 8.152312 12.550608 2.102 -2.774 -2.104
C 6.780300 15.104464 14.017816 -0.549 0.273 0.306
C 14.577248 11.699230 9.278176 0.421 0.253 -0.306
C 14.403675 17.205774 15.035851 0.692 0.300 0.041
H 8.419661 10.788818 18.077944 0.228 -0.408 -0.389
C 13.514336 15.221972 13.251693 0.934 1.381 0.343
H 15.686970 12.432588 14.700004 0.102 -0.625 0.113
H 14.717800 18.010155 15.686334 0.197 0.091 0.218
H 5.738207 15.365772 13.697896 0.848 -0.134 0.137
H 9.246083 14.924153 17.423157 -0.251 -0.249 0.050
H 7.028709 13.465771 11.863778 -0.206 -0.163 -0.121
C 8.983979 10.326266 13.065366 0.042 -1.098 -0.181
H 8.801227 16.932772 13.683722 -0.113 -0.339 -0.131
H 16.493813 12.181520 10.210938 0.157 0.006 -0.300
H 9.884267 10.010423 17.355092 -0.104 0.117 -0.024
C 7.769974 15.176727 12.892488 0.372 0.911 -0.152
```
Positions in Å, forces in eV/Å.

For the total energy, the calculation gives -343934.489 eV. The value obtained for the HOMO energy is -0.359 eV. The HOMO-LUMO gap comes out at 4.1 eV. The charge is -2. The calculation puts the LUMO energy at 0.1358 Eh. The value obtained for the energy above the lowest of the compared OMol25 structures with the same formula, charge and spin is 13.5 kcal/mol. The value obtained for the molar mass is 1142.97 g/mol.



Record 3
A 2-piece molecular cluster, C2H10NO overall in a non-equilibrium geometry, computed with ωB97M-V/def2-TZVPD.

The geometry in XYZ format:
```
14
Properties=species:S:1:pos:R:3:forces:R:3
H -2.266634 0.871130 -1.997506 0.002 -0.134 0.071
C 1.710987 0.215361 0.300941 -0.153 -2.594 0.983
H -1.318304 0.081038 -2.865612 0.082 -0.147 -0.025
H -0.658098 -1.243467 -0.177155 0.261 0.585 -0.244
H 0.412363 0.809596 1.897472 -0.465 -0.518 -0.074
H -0.314848 -1.527907 1.384401 -0.807 0.186 0.361
O -1.635866 0.139840 -1.958027 -0.022 0.223 0.126
H -0.255462 1.162953 0.271778 0.495 0.250 0.213
C 0.346760 0.463231 0.862038 -1.531 0.167 -1.205
H 2.384885 1.006726 0.541499 0.301 0.702 -0.128
H 1.727512 -0.092671 -0.735713 -0.039 0.421 -0.327
N -0.644430 -0.798870 0.746648 1.933 0.804 0.008
H 2.088533 -0.675455 0.867937 0.123 0.627 -0.416
H -1.577398 -0.411505 0.861298 -0.181 -0.571 0.656
```
Positions in Å, forces in eV/Å.

For the total energy, the calculation gives -5767.206 eV. The value obtained for the HOMO energy is -15.960 eV. The HOMO-LUMO gap comes out at 12.5 eV. The charge is +1. The calculation puts the LUMO energy at -0.1272 Eh. The value obtained for the energy above the lowest of the compared OMol25 structures with the same formula, charge and spin is 11.0 kcal/mol. The value obtained for the molar mass is 64.11 g/mol.



Which of these has the highest charge?
C2H10NO



Look up the molar mass of the third one.
64.11 g/mol



What is the formula in the third record?
C2H10NO